Entry 1:
Density functional theory data (ωB97M-V/def2-TZVPD) for a single C4H4N2S molecule.

Computed properties:
Lowest unoccupied orbital energy = -0.740 eV
Gap between HOMO and LUMO = 0.2955 hartree
Energy relative to the best compared isomer or geometry (same formula, charge and spin) = 72.97 kcal/mol

Last column: natural (NBO) charge in e.
Atoms and positions in Å:
H  -1.478250  -1.875686  0.917410  0.20
N  0.406055  -1.621785  0.330281  -0.41
N  -0.513347  1.454483  0.400327  -0.54
C  1.383407  -0.922157  -0.266981  0.02
C  -0.792892  -1.188128  0.507893  -0.03
S  -1.409316  0.167758  -0.449202  0.35
H  2.119826  -1.571171  -0.794686  0.20
H  2.843613  0.483467  -0.644206  0.25
C  0.793330  1.501973  0.343323  0.08
H  1.299722  2.550105  0.517461  0.21
C  1.702019  0.425022  -0.238068  -0.33

Cartesian forces, eV/Å:
H -0.893 -0.357 1.057
N -1.639 0.187 1.510
N 1.475 0.152 -0.466
C 1.847 1.308 -1.078
C 1.662 -0.597 -2.333
S 0.752 0.984 1.202
H -0.559 0.439 0.582
H -3.044 1.028 1.157
C 0.600 0.125 -1.627
H -1.158 -2.178 0.380
C 0.957 -1.091 -0.385

=====

Entry 2:
Density functional theory data (ωB97M-V/def2-TZVPD) for a molecular structure, C31H28N4RuSSb.

Computed properties:
Lowest unoccupied orbital energy (alpha / beta) = -2.635 / -3.966 eV
Gap between HOMO and LUMO (alpha / beta) = 0.2703 / 0.2280 hartree
Net charge = +1
<S²> = 6.05
Spin multiplicity = 5

Last column: Mulliken spin population.
Atoms and positions in Å:
C  0.347447  -2.440043  -1.314347  -0.02
H  0.575156  -0.226266  6.759275  0.00
S  3.340322  0.012587  -3.373206  -0.02
H  4.334732  -0.986575  4.801938  0.00
C  0.133786  -1.737947  1.537992  0.01
H  2.966407  -0.774770  1.542086  0.00
C  -3.491769  0.943635  -3.967582  0.40
C  -2.677367  0.908407  -0.164247  0.67
H  2.858731  4.684722  0.277352  0.00
H  1.147482  2.873585  -2.691178  -0.01
C  -1.377211  -0.419644  -4.324709  0.05
C  2.576431  -0.765746  3.551489  0.00
C  -1.287372  -3.890326  -0.030163  -0.01
C  2.080647  0.335407  -2.477303  -0.05
H  4.241401  -1.202135  2.485814  0.00
C  1.169117  -0.560324  3.514138  -0.05
H  2.879881  3.616653  2.561349  0.00
Ru  0.437594  0.649652  -1.926220  0.99
C  2.341559  3.178979  1.748533  0.01
H  0.077520  -3.179858  -3.313906  0.00
H  2.881410  -0.812671  6.948526  0.00
H  -3.177373  -3.027424  0.027474  0.00
C  -2.583169  1.744428  -1.408972  0.14
C  1.688639  3.105639  -0.579875  0.04
C  -2.202781  -2.810772  0.439178  0.03
N  0.897713  1.956316  -0.331627  -0.01
C  0.469965  -0.657802  2.204859  0.09
C  -2.215711  0.515907  -3.487967  0.02
H  0.310736  -4.587224  -1.132737  0.00
H  -2.337647  -2.833606  1.556861  0.01
C  0.789198  1.510073  0.926126  0.00
C  1.499394  2.138056  1.994055  0.05
Sb  -2.042409  1.221751  1.811377  0.87
C  -4.307868  1.755944  -3.196809  -0.07
H  -0.610328  -0.102606  4.634694  0.00
N  0.282003  -1.241951  -0.855387  0.08
C  0.899051  -2.699759  -2.696333  0.02
H  0.405821  -2.763565  1.712740  0.00
H  1.401467  1.751204  2.988257  -0.02
H  -1.512600  -1.433221  -3.971585  0.00
C  1.583377  3.675765  -1.990053  0.04
C  -1.929983  -1.404963  0.135014  0.20
C  -0.494180  -1.050438  0.400968  -0.13
H  -3.801561  -0.942411  -0.619705  0.00
C  2.453122  -0.745107  5.931357  0.00
C  -0.227682  -3.699224  -0.779911  0.01
H  2.514658  3.995026  -2.441080  0.00
C  2.366569  3.733658  0.427375  0.01
H  -1.548629  -4.885572  0.258233  0.00
H  1.696242  -3.419694  -2.565086  0.00
H  0.889628  4.551984  -1.945872  0.00
H  -5.222933  2.170731  -3.588382  0.00
C  3.198600  -0.824448  4.805367  0.00
H  -1.595983  -0.387692  -5.380612  -0.01
H  -0.310281  -0.225505  -4.211039  -0.02
H  1.312202  -1.791365  -3.095502  -0.01
N  -1.786022  0.895845  -2.319304  0.19
C  -3.908409  2.139281  -1.945905  0.40
H  -4.584036  2.816373  -1.403813  0.00
C  0.427033  -0.312596  4.655771  0.00
H  -1.909597  2.607991  -1.316305  0.08
C  -2.858108  -0.521785  -0.317624  -0.12
H  -3.819598  0.623924  -4.970331  0.02
C  -0.135931  0.368158  1.232972  0.12
N  3.385567  -0.746144  2.432385  0.00
C  1.095933  -0.370501  5.831125  0.01

Cartesian forces, eV/Å:
C -0.709 -0.199 -1.085
H -0.269 0.100 0.233
S -0.360 0.188 0.551
H -1.820 0.223 0.261
C 0.834 -0.621 0.488
H -0.534 -0.122 -0.937
C -0.011 -0.741 -1.236
C 0.266 0.023 -0.115
H 0.220 -0.165 -0.288
H 0.437 1.160 0.888
C 0.222 0.255 0.568
C -0.757 0.670 0.487
C -0.534 1.026 0.533
C 0.565 0.227 -0.451
H 1.547 -0.813 0.180
C 0.708 -0.187 -1.771
H 0.330 0.306 0.216
Ru -0.313 -0.854 -0.392
C -0.764 0.487 -1.640
H 1.054 0.686 0.534
H -0.118 -0.035 -0.834
H -0.596 -0.313 0.033
C 0.377 -0.571 -0.714
C -1.304 -0.924 -0.303
C -1.006 -0.674 0.862
N 1.551 1.616 0.384
C 0.121 0.788 1.222
C -0.481 0.193 0.124
H -0.154 0.333 0.146
H 0.177 -0.399 -0.769
C 0.203 0.279 -0.535
C -0.354 -0.719 -0.677
Sb -0.272 0.722 0.658
C 0.207 0.518 0.690
H -0.880 0.141 -0.197
N -1.041 -0.039 -0.076
C -0.668 -0.360 0.521
H -0.287 -0.215 0.055
H -0.071 -0.158 0.263
H -0.251 -0.339 0.069
C -1.270 -0.808 -0.138
C 0.283 1.287 -0.628
C 0.714 1.446 -0.808
H -0.532 0.002 -0.294
C -0.855 1.044 1.369
C 1.456 -0.248 -0.311
H 0.267 0.024 0.213
C 0.069 -0.428 1.305
H -0.210 -0.512 0.059
H 0.254 -0.320 -0.324
H 0.467 -0.683 -0.244
H -0.211 -0.244 -0.099
C 2.256 -0.872 -0.976
H -0.247 0.129 -0.239
H 0.216 0.255 0.064
H -0.069 0.073 -0.550
N 0.741 0.080 -0.543
C -0.840 0.659 -0.470
H 0.644 -0.381 0.105
C 1.261 -0.189 -0.295
H -0.436 0.277 0.660
C 0.831 -0.790 0.935
H 0.278 0.195 0.624
C 0.374 -1.530 0.286
N -1.339 0.721 0.395
C 0.634 -0.683 1.956

=====

Entry 3:
Density functional theory data (ωB97M-V/def2-TZVPD) for 2 unconnected molecules or ions with the total composition C4H8N2O.

Computed properties:
Lowest unoccupied orbital energy (alpha / beta) = 0.471 / 0.621 eV
Gap between HOMO and LUMO (alpha / beta) = 0.2797 / 0.3131 hartree
Energy relative to the best compared isomer or geometry (same formula, charge and spin) = 148.42 kcal/mol

Last column: natural (NBO) charge in e.
Atoms and positions in Å:
C  0.567375  2.082327  1.349352  -0.41
H  0.801443  1.546506  2.180648  0.20
O  0.542114  -1.587002  -2.009521  -0.48
C  -0.056139  -1.697783  -1.001359  0.68
H  0.476843  -3.502455  -0.085047  0.25
N  -0.650002  0.369596  0.034139  -0.28
H  -0.846037  2.269138  -0.969451  0.16
N  0.493399  1.179099  0.167574  -0.29
H  0.223621  1.128031  -1.808477  0.19
H  -0.540791  -2.332575  0.925236  0.27
H  -0.366828  2.617647  1.524835  0.18
H  1.302203  2.829897  1.097348  0.20
H  -1.281362  -3.490299  -0.353099  0.27
C  -0.321124  1.367526  -0.969854  -0.14
C  -0.344717  -2.779651  -0.082323  -0.79

Cartesian forces, eV/Å:
C -1.504 1.112 -3.480
H 0.891 -1.573 2.286
O -0.436 -0.273 0.592
C 0.239 2.192 -0.790
H 0.190 0.249 0.196
N 0.155 -0.559 -0.612
H -1.459 1.172 -0.291
N 0.978 -0.869 1.639
H 0.581 -0.784 -2.257
H 0.227 -0.624 -0.862
H -0.306 -0.053 -0.016
H 0.486 0.127 0.167
H 1.877 2.111 0.279
C 0.320 0.050 1.972
C -2.239 -2.278 1.177

=====

Entry 4:
Density functional theory data (ωB97M-V/def2-TZVPD) for a single C4H8O2 molecule.

Computed properties:
Lowest unoccupied orbital energy = 1.049 eV
Gap between HOMO and LUMO = 0.4073 hartree
Energy relative to the best compared isomer or geometry (same formula, charge and spin) = 44.51 kcal/mol

Last column: natural (NBO) charge in e.
Atoms and positions in Å:
C  1.129700  -0.993487  0.618326  -0.08
H  -1.988315  1.608129  -0.339049  0.17
C  -1.391974  0.707412  -0.525627  -0.05
C  0.093398  0.953194  -0.806804  -0.46
H  2.041873  -0.871552  0.022230  0.18
H  0.401438  1.997972  -0.888470  0.21
H  0.651120  1.000308  1.342324  0.18
H  1.435596  -1.204845  1.655182  0.16
H  -0.509013  -1.918240  0.368140  0.48
H  0.500199  0.377620  -1.641802  0.22
O  0.402667  -2.060431  0.065714  -0.72
O  -1.094665  0.020907  0.707621  -0.55
H  -1.918834  0.064285  -1.239250  0.18
C  0.317474  0.301714  0.564674  0.08

Cartesian forces, eV/Å:
C 0.234 0.257 0.111
H 0.082 -0.130 -0.021
C -0.221 0.136 -0.218
C 0.061 0.020 -0.116
H -0.074 0.040 0.129
H -0.056 -0.179 0.001
H 0.007 -0.098 -0.104
H -0.133 -0.028 -0.130
H 0.097 -0.103 -0.130
H -0.072 0.062 0.126
O -0.204 -0.058 -0.017
O -0.057 0.014 0.144
H 0.070 0.055 0.143
C 0.266 0.014 0.081